(1)
ORCA calculation (ωB97M-V/def2-TZVPD) on a structure of composition C23H23N4O2RuS.

Geometry (Å):
O  -1.52  1.89  1.42
C  1.67  2.96  -1.18
N  0.37  1.16  -2.08
Ru  -0.60  1.38  -0.32
H  0.83  -2.49  3.37
H  4.43  -1.87  2.52
C  -2.77  1.86  3.41
C  -4.75  -1.97  0.53
C  -3.24  0.22  1.53
H  0.96  -1.45  -6.50
H  2.49  -2.77  3.89
C  1.43  2.04  -2.22
C  2.36  -1.79  1.99
H  4.13  -0.95  1.04
C  1.67  0.13  -5.23
C  3.76  -1.17  2.04
C  -0.25  -1.31  -4.74
C  1.02  3.76  0.80
C  2.37  -3.08  1.15
C  -3.73  -1.45  -0.23
C  2.65  3.95  -0.99
H  0.43  3.84  1.70
N  2.08  1.81  -3.39
H  -2.07  2.66  3.64
H  -0.88  -2.13  -5.05
H  1.80  -1.15  3.99
H  -5.83  -1.83  2.38
H  3.76  -0.25  2.62
N  0.77  2.88  -0.13
C  1.83  -2.06  3.40
C  -5.04  -1.42  1.78
H  -1.30  -0.95  -2.88
C  1.48  -0.86  1.34
S  2.39  4.76  0.50
H  -4.55  0.07  3.22
H  -5.34  -2.80  0.16
H  1.37  -3.52  1.09
H  2.73  -2.89  0.14
O  -1.99  0.07  -0.50
N  0.79  -0.12  0.80
C  -2.94  -0.36  0.23
C  1.43  0.78  -4.04
C  0.36  0.39  -3.18
C  -2.47  1.32  2.05
C  0.80  -0.92  -5.57
H  -3.49  -1.85  -1.20
C  -4.29  -0.35  2.26
C  -0.49  -0.67  -3.54
H  -3.78  2.27  3.46
H  2.86  2.33  -3.74
H  3.03  -3.79  1.62
H  2.48  0.41  -5.88
H  3.45  4.21  -1.64
H  -2.69  1.08  4.17

## Properties
Net charge = +2
Lowest unoccupied orbital energy (spin up / spin down) = -7.1 / -8.5 eV
DFT total energy = -47683.238 eV
⟨S²⟩ = 1.047
Gap between HOMO and LUMO (spin up / spin down) = 6.66 / 5.24 eV
Multiplicity = 2

Atomic partial charges in e from the Mulliken method, atoms 1 to 5: number 1, O, carries -0.3898; number 2, C, carries -0.4129; number 3, N, carries 0.1309; number 4, Ru, carries 1.2546; number 5, H, carries 0.3927



(2)
ORCA calculation (ωB97M-V/def2-TZVPD) on a structure of composition C26H32BrO4Pr.

Geometry (Å):
O  0.12  -3.05  3.69
C  1.52  -1.85  8.29
C  1.01  -1.86  5.52
C  -2.30  1.05  2.51
C  0.74  2.44  2.62
H  -3.09  0.69  -1.74
C  -2.36  0.56  -2.54
H  0.63  1.70  -3.52
H  0.45  -2.70  -5.85
C  -2.57  -0.53  0.85
H  0.18  1.20  -6.30
C  -2.24  -0.25  3.11
H  0.51  0.38  -8.47
C  0.63  -1.99  4.07
H  -1.63  2.73  -0.87
O  0.38  -0.68  -5.38
C  -0.21  0.17  -6.41
Br  -0.24  0.77  5.60
H  -2.76  1.67  0.41
H  -2.72  1.15  -3.40
H  -2.21  -0.45  4.18
C  1.61  -2.97  6.15
C  2.44  1.38  1.47
C  0.72  -0.07  -2.17
H  -2.31  -0.48  -2.86
C  0.67  -0.74  6.30
H  0.66  0.13  8.27
C  -2.39  -1.22  2.08
C  0.13  -0.39  -7.80
C  -1.00  1.09  -2.15
C  1.63  2.08  0.52
C  1.87  -2.96  7.52
C  0.56  2.72  1.23
H  3.32  0.78  1.23
H  2.17  -1.12  -7.73
O  0.88  -0.94  3.33
H  1.70  0.28  -1.83
C  0.93  -0.74  7.67
H  1.84  -3.84  5.54
C  1.17  -1.50  -7.53
H  -2.26  2.00  3.04
H  -1.51  3.10  -2.60
H  2.03  -1.92  -5.54
H  0.69  -1.14  -2.43
H  -0.19  3.38  0.82
H  -0.36  0.26  -4.04
H  -0.78  -0.83  -8.22
C  0.05  0.82  -3.21
C  -2.52  0.87  1.12
C  -1.04  2.55  -1.77
H  0.98  -2.40  -8.12
H  -2.78  -1.00  -0.11
O  -0.34  0.23  -1.15
H  -2.42  -2.30  2.24
C  1.05  -1.79  -6.01
H  2.35  1.33  3.71
C  1.90  1.63  2.76
H  1.69  -1.84  9.37
Pr  0.02  0.03  1.49
H  0.13  2.83  3.43
H  -1.30  0.21  -6.24
H  2.32  -3.84  7.99
H  1.86  2.21  -0.53
H  -0.03  2.94  -1.65

## Properties
ΔE to the lowest compared entry with this formula, charge and spin = 0.048 eV
Lowest unoccupied orbital energy (spin up / spin down) = 0.1 / 0.1 eV
DFT total energy = -119782.395 eV
⟨S²⟩ = 2.003
Gap between HOMO and LUMO (spin up / spin down) = 8.04 / 8.15 eV
Multiplicity = 3

Atomic partial charges in e from the Mulliken method, atoms 1 to 5: number 1, O, carries -0.6763; number 2, C, carries -0.5341; number 3, C, carries 0.5534; number 4, C, carries -1.2712; number 5, C, carries -0.7283



(3)
ORCA calculation (ωB97M-V/def2-TZVPD) on a structure of composition C20H22N2O8SZn.

Geometry (Å):
H  1.78  -5.38  0.54
C  -3.89  0.64  -0.53
C  3.79  1.16  1.63
N  -5.18  0.51  -3.91
C  0.15  3.38  1.10
H  5.55  3.41  0.98
C  -0.52  0.87  -2.38
H  0.27  4.47  1.24
H  2.45  3.57  -0.29
H  2.19  -2.95  0.28
H  -2.55  0.46  -4.09
C  -2.87  0.63  -3.10
H  2.37  -0.95  3.64
C  -2.04  0.86  -2.02
N  -4.32  0.49  0.87
S  0.17  -2.30  -0.86
C  1.38  2.56  1.30
H  -0.24  3.21  0.06
H  4.81  3.46  -0.61
C  1.06  -4.85  -0.12
C  3.76  2.24  0.80
O  -4.59  0.47  -5.02
O  -0.18  0.53  -3.51
O  -1.72  1.01  0.36
O  -4.64  1.51  1.47
C  -0.29  -4.57  0.58
H  3.94  -0.08  3.97
H  0.90  -5.47  -1.05
C  1.62  -3.43  -0.52
H  -0.88  -5.48  0.81
C  2.52  2.85  0.52
O  0.13  -1.32  0.39
Zn  0.17  0.64  0.33
C  -4.27  0.62  -2.82
H  5.67  1.99  -0.08
C  -1.00  -3.65  -0.43
H  -1.16  -4.17  -1.42
H  -1.93  -3.15  -0.09
H  -5.88  0.69  -1.39
H  2.30  0.53  4.54
H  2.22  -3.48  -1.42
O  -4.30  -0.69  1.27
H  4.73  0.61  1.79
O  0.42  1.16  -1.51
C  2.68  0.86  2.44
C  2.88  0.06  3.71
C  -2.45  0.83  -0.68
O  -6.42  0.46  -3.73
C  5.01  2.80  0.24
C  -4.80  0.66  -1.55
H  -0.67  3.11  1.81
H  0.61  1.21  2.78
H  -0.21  -4.02  1.54
C  1.45  1.45  2.13

## Properties
ΔE to the lowest compared entry with this formula, charge and spin = 0.998 eV
Lowest unoccupied orbital energy = -0.1 eV
DFT total energy = -99704.952 eV
Gap between HOMO and LUMO = 8.05 eV

Atomic partial charges in e from the Mulliken method, atoms 1 to 5: number 1, H, carries 0.3096; number 2, C, carries 0.0523; number 3, C, carries -0.9616; number 4, N, carries 0.9686; number 5, C, carries -1.3705



(4)
ORCA calculation (ωB97M-V/def2-TZVPD) on a structure of composition C2H17CdO7.

Geometry (Å):
C  3.00  -1.19  -0.66
O  -1.67  -1.45  1.46
H  1.11  0.52  -1.68
H  2.91  -0.51  0.18
H  3.41  -0.64  -1.51
H  1.48  1.10  1.74
O  -0.61  2.05  -0.38
H  -0.24  1.94  -1.26
H  1.11  0.95  -3.13
H  -1.12  -2.14  1.83
H  0.46  0.84  2.82
O  -2.40  1.15  1.80
H  1.48  -2.35  -1.62
H  -2.55  -1.65  1.77
H  1.40  -2.56  -0.04
C  1.54  -1.73  -0.73
O  1.16  1.30  -2.24
H  -3.03  0.76  -1.16
O  0.56  0.87  1.87
O  -2.47  0.03  -0.88
H  -2.56  2.07  2.01
H  -3.20  0.71  2.09
H  3.70  -1.96  -0.33
Cd  -0.91  0.26  0.51
O  0.49  -0.81  -0.60
H  -2.45  -0.56  -1.63
H  -0.61  3.00  -0.24

## Properties
Lowest unoccupied orbital energy (spin up / spin down) = 0.4 / 0.1 eV
DFT total energy = -21242.891 eV
⟨S²⟩ = 0.750
Gap between HOMO and LUMO (spin up / spin down) = 3.66 / 8.49 eV
Multiplicity = 2

Atomic partial charges in e from the Mulliken method, atoms 1 to 5: number 1, C, carries -0.9265; number 2, O, carries 0.3970; number 3, H, carries 0.4187; number 4, H, carries 0.1276; number 5, H, carries 0.3030



(5)
ORCA calculation (ωB97M-V/def2-TZVPD) on a cluster of 3 separate species, C4H12N2O in total.

Geometry (Å):
C  1.73  1.30  -1.07
C  1.55  0.56  0.21
H  1.30  1.14  1.10
H  1.65  0.61  -1.92
H  2.72  1.77  -1.11
H  -1.06  0.82  -0.66
H  -2.40  -2.35  -0.19
C  -0.89  0.02  0.06
O  2.47  -0.38  0.54
H  -2.54  0.28  1.35
H  -1.09  1.16  1.85
H  0.98  2.07  -1.18
C  -1.46  0.22  1.43
N  -2.38  -1.47  -0.71
N  -0.05  -0.92  -0.32
H  2.68  -0.91  -0.24
H  -1.20  -0.60  2.09
H  -2.06  -1.73  -1.65
H  0.05  -1.61  0.43

## Properties
ΔE to the lowest compared entry with this formula, charge and spin = 6.161 eV
Lowest unoccupied orbital energy (spin up / spin down) = 0.3 / 1.0 eV
DFT total energy = -9365.032 eV
Gap between HOMO and LUMO (spin up / spin down) = 6.40 / 9.40 eV

Atomic partial charges in e from the Mulliken method, atoms 1 to 5: number 1, C, carries -1.0925; number 2, C, carries -0.0511; number 3, H, carries 0.3894; number 4, H, carries 0.3237; number 5, H, carries 0.3558



(6)
ORCA calculation (ωB97M-V/def2-TZVPD) on a structure of composition C43H48BrCsN8O7S3.

Geometry (Å):
C  -0.67  -3.93  1.15
H  -5.80  -2.13  1.48
H  0.66  2.72  -6.10
C  1.20  7.53  0.85
H  -4.55  2.20  0.61
N  0.69  3.68  0.94
C  4.32  0.69  -3.46
H  -4.06  -0.50  0.70
C  1.95  6.38  0.69
C  -5.38  3.84  -0.57
H  -2.27  5.33  -3.00
H  6.19  -1.79  -4.79
H  2.47  5.94  1.54
H  6.68  2.44  -5.14
C  5.02  1.78  -3.96
C  5.86  -0.79  -4.56
N  2.88  0.39  -1.46
H  0.11  7.90  -2.34
N  2.84  3.58  0.14
H  -0.18  5.07  4.30
H  -0.44  6.67  3.59
C  -0.68  -5.29  1.42
H  -4.13  -0.81  4.67
N  -2.38  2.40  -1.09
H  -0.52  -7.30  0.71
C  -0.47  -3.57  -0.19
H  -3.19  -2.01  1.04
C  -5.56  -0.60  3.04
Cs  -0.67  0.41  0.21
H  -0.17  -4.18  -2.21
H  -4.76  -2.59  2.83
C  -2.93  1.44  -1.85
H  -0.22  -6.61  -1.65
O  -1.58  -3.06  3.19
O  -2.40  4.55  -0.44
C  1.39  6.33  -1.65
H  -0.89  5.65  1.36
H  -5.12  4.62  0.15
C  2.04  1.75  -3.16
C  3.78  -1.62  -0.78
C  -3.27  5.51  -3.39
C  -0.89  -2.80  2.18
C  -0.33  -4.51  -1.19
O  -0.41  -1.71  1.85
H  1.48  5.85  -2.61
H  -6.26  2.55  0.91
C  -0.36  -5.86  -0.88
Br  -0.87  -5.96  3.20
H  0.96  5.70  3.12
H  -3.45  4.84  -4.22
H  -5.31  5.52  -2.68
H  1.13  8.00  1.82
H  -1.97  4.95  2.54
C  -0.92  5.02  2.26
N  3.94  -0.32  -0.88
C  2.04  5.77  -0.55
C  -3.82  -1.24  1.47
C  0.23  3.10  -2.78
C  1.86  1.87  -4.55
C  0.63  7.47  -1.49
H  -5.89  0.21  2.38
H  -0.06  8.97  -0.12
C  6.56  0.30  -5.07
H  2.54  1.35  -5.22
O  -2.80  1.10  2.05
C  4.75  -0.60  -3.76
H  -6.40  -0.87  3.68
H  -4.28  1.03  -3.36
H  -0.85  3.87  -4.46
S  2.60  -2.61  -1.45
C  -5.49  2.49  0.13
H  -5.79  1.70  -0.56
C  2.91  4.57  -0.78
C  0.82  2.63  -5.04
H  -0.42  3.58  -2.06
C  -0.02  3.27  -4.14
C  -4.31  3.92  -1.69
H  4.19  -1.44  -3.37
H  -4.38  0.89  4.19
S  2.57  3.04  2.71
C  -0.43  3.62  1.88
H  7.43  0.15  -5.69
H  -0.09  3.07  2.76
H  0.40  3.76  -0.03
C  6.14  1.59  -4.76
N  4.81  -2.26  -0.07
C  -4.69  2.92  -2.76
H  4.69  2.78  -3.71
C  3.11  0.91  -2.61
C  -4.35  -0.14  3.83
C  -4.31  5.33  -2.29
H  4.50  -3.14  0.30
C  1.97  3.43  1.22
H  -4.11  6.03  -1.48
N  1.23  2.37  -2.29
H  -1.23  3.07  1.40
O  -2.55  0.27  -1.90
C  0.54  8.08  -0.24
O  3.69  4.54  -1.71
C  -5.06  -1.76  2.19
H  -3.29  6.53  -3.78
O  -5.58  3.12  -3.58
H  -0.42  -2.52  -0.47
N  -4.02  1.75  -2.71
C  -2.94  3.61  -1.04
C  -0.52  -6.26  0.44
H  3.52  2.83  0.03
H  -6.34  4.12  -1.02
S  -2.91  -0.24  2.70
C  -0.10  5.66  3.38
H  5.22  -1.66  0.62

## Properties
Net charge = -2
ΔE to the lowest compared entry with this formula, charge and spin = 0.588 eV
Lowest unoccupied orbital energy = 3.5 eV
DFT total energy = -174726.249 eV
Gap between HOMO and LUMO = 5.71 eV

Atomic partial charges in e from the Mulliken method, atoms 1 to 5: number 1, C, carries 0.4306; number 2, H, carries 0.3662; number 3, H, carries 0.3986; number 4, C, carries -0.6538; number 5, H, carries 0.1540